[1]
This record from OMol25 describes a cluster of 2 separate species, C6H12N2 in total at a distorted geometry. The level of theory is ωB97M-V/def2-TZVPD.

The geometry in XYZ format:
```
20
Properties=species:S:1:pos:R:3:mulliken_charge:R:1
C -2.118 -0.939 -1.165 -0.72
C -1.398 -0.116 -2.245 -0.85
H -1.491 -1.698 -0.714 0.18
H -2.456 -0.177 -0.456 0.21
H -3.093 -1.319 -1.465 0.39
H -0.877 0.750 -1.838 0.22
H -2.120 0.212 -2.990 0.31
H -0.615 -0.674 -2.764 0.26
C 2.199 1.759 0.487 -1.12
C -0.484 -0.215 1.741 -0.32
C 1.304 0.743 1.069 0.71
C 1.631 -0.559 1.255 -0.55
N -0.018 0.958 1.419 -0.58
N 0.501 -1.188 1.726 -0.10
H -1.376 -0.522 2.268 0.43
H 0.370 -2.178 1.690 0.24
H 2.590 -0.977 0.995 0.39
H 3.252 1.579 0.719 0.33
H 2.037 2.766 0.870 0.33
H 2.163 1.796 -0.602 0.23
```

## Properties
E: -9396.40351 eV
net charge: 0
HOMO energy: -8.6 eV
E_LUMO: 0.9 eV
energy relative to the best compared isomer or geometry (same formula, charge and spin): 43.1 kJ/mol
structure (SMILES): Cc1c[nH]cn1.CC

=====

[2]
This record from OMol25 describes a cluster of 2 separate species, C4H12S in total at a distorted geometry. The level of theory is ωB97M-V/def2-TZVPD.

The geometry in XYZ format:
```
17
Properties=species:S:1:pos:R:3:mulliken_charge:R:1
C 0.873 -0.249 1.462 -0.82
C 0.857 2.385 0.406 -0.81
S -0.221 1.006 0.777 -0.08
H 1.658 -0.471 0.730 0.27
H 0.345 -1.188 1.566 0.26
H 0.293 2.970 -0.313 0.28
H 1.181 2.956 1.264 0.32
H 1.819 2.047 0.010 0.25
H 1.361 0.088 2.367 0.34
C -1.126 -1.262 -1.717 -0.55
C -0.344 -2.564 -1.463 -0.85
H -1.309 -1.190 -2.786 0.31
H -1.992 -1.228 -1.057 0.25
H -0.527 -0.428 -1.377 0.02
H 0.657 -2.519 -1.886 0.26
H -0.908 -3.456 -1.749 0.34
H -0.283 -2.748 -0.388 0.20
```

## Properties
E: -15177.31976 eV
net charge: 0
HOMO energy: -8.4 eV
E_LUMO: 1.0 eV
energy relative to the best compared isomer or geometry (same formula, charge and spin): 37.3 kJ/mol
structure (SMILES): CSC.CC

=====

[3]
This record from OMol25 describes an isolated molecule of C4H10O2 at a distorted geometry. The level of theory is ωB97M-V/def2-TZVPD.

The geometry in XYZ format:
```
16
Properties=species:S:1:pos:R:3:mulliken_charge:R:1
C 2.213 0.572 -0.691 -0.73
O 0.820 0.601 -0.500 -0.28
C 0.414 -0.685 -0.203 -0.53
C -1.036 -0.839 0.226 -0.39
C -1.821 0.337 0.803 -0.44
O -2.353 1.280 -0.107 -0.53
H 2.458 0.024 -1.612 0.30
H 2.557 1.600 -0.756 0.24
H 2.704 0.061 0.155 0.32
H 1.053 -1.059 0.751 0.23
H 0.662 -1.416 -0.986 0.34
H -1.645 -1.511 -0.396 0.34
H -0.524 -1.363 1.049 0.21
H -2.694 -0.071 1.325 0.33
H -1.190 0.828 1.557 0.26
H -1.616 1.642 -0.615 0.33
```

## Properties
E: -8403.07807 eV
net charge: 0
HOMO energy: -9.9 eV
E_LUMO: 0.9 eV
energy relative to the best compared isomer or geometry (same formula, charge and spin): 238.2 kJ/mol
structure (SMILES): COCCCO

=====

[4]
This record from OMol25 describes a structure of composition C15H17Br12F13IN4S at a distorted geometry. The level of theory is ωB97M-V/def2-TZVPD.

The geometry in XYZ format:
```
63
Properties=species:S:1:pos:R:3:mulliken_charge:R:1
C -2.710 0.963 5.312 -1.36
C -3.828 0.708 4.262 0.24
C -4.077 -0.823 3.978 -0.83
I -5.989 -1.498 4.694 0.20
N -3.956 -0.991 2.514 0.06
C -4.734 -0.498 1.526 -0.19
N -4.287 -0.849 0.326 -0.61
C -3.159 -1.612 0.505 0.51
N -2.357 -2.169 -0.376 0.00
C -1.140 -2.942 -0.093 -0.96
C -0.092 -2.230 0.815 -0.98
C 1.078 -1.580 0.019 0.81
F 1.499 -2.428 -0.951 -0.21
F 2.112 -1.456 0.891 -0.29
C 0.621 -0.233 -0.658 0.42
F -0.606 0.154 -0.216 -0.23
F 0.433 -0.511 -1.973 -0.26
C 1.664 0.954 -0.625 0.43
F 1.297 1.776 -1.637 -0.28
F 2.885 0.483 -0.943 -0.20
C 1.552 1.776 0.697 0.65
F 0.480 2.576 0.549 -0.34
F 1.250 1.022 1.772 -0.31
S 3.016 2.877 1.154 1.33
F 2.643 2.696 2.724 -0.31
F 4.003 1.631 1.308 -0.29
F 3.391 3.139 -0.368 -0.28
F 2.055 4.175 1.177 -0.29
F 4.216 3.841 1.572 -0.28
N -3.027 -1.683 1.835 0.00
H -1.831 0.298 5.214 0.35
H -2.329 1.995 5.167 0.36
H -3.071 0.937 6.359 0.34
H -4.737 1.225 4.608 0.34
H -3.516 1.219 3.333 -0.08
H -3.237 -1.390 4.419 0.55
H -5.623 0.118 1.674 0.50
H -2.616 -2.050 -1.351 0.29
H -1.437 -3.877 0.433 0.25
H -0.726 -3.275 -1.060 0.53
H -0.508 -1.523 1.549 0.58
H 0.397 -3.029 1.412 0.40
H -2.322 -2.135 2.409 0.40
C 3.503 -2.567 -4.356 -0.33
Br 4.003 -2.056 -6.151 -0.07
Br 3.355 -1.038 -3.186 0.16
Br 1.895 -3.643 -4.337 -0.08
H 4.303 -3.187 -3.968 0.42
C -4.690 3.496 0.789 -0.38
Br -2.758 3.514 0.818 0.06
Br -5.421 3.156 2.550 -0.02
Br -5.416 5.102 0.012 0.00
H -4.990 2.671 0.155 0.37
C 7.407 -1.108 -2.499 -0.39
Br 7.083 -0.700 -4.357 -0.01
Br 6.040 -0.366 -1.354 0.01
Br 7.623 -3.005 -2.209 -0.02
H 8.342 -0.635 -2.227 0.36
C 1.500 0.847 -6.684 0.23
Br 1.999 1.360 -8.478 -0.03
Br 1.352 2.379 -5.516 -0.01
Br -0.108 -0.226 -6.666 -0.02
H 2.302 0.227 -6.294 -0.21
```

## Properties
E: -916553.72490 eV
net charge: +1
HOMO energy: -11.6 eV
E_LUMO: -3.4 eV

=====

[5]
This record from OMol25 describes an isolated molecule of C4H7NO at a distorted geometry. The level of theory is ωB97M-V/def2-TZVPD.

The geometry in XYZ format:
```
13
Properties=species:S:1:pos:R:3:mulliken_charge:R:1
N -0.938 -1.359 -1.117 -0.61
C -0.092 -1.110 -0.201 0.48
C -0.433 -1.186 1.144 -0.64
C -0.346 1.308 0.111 -0.78
C 0.974 0.903 -0.329 -0.26
O 1.095 -0.481 -0.517 -0.41
H -0.455 -1.157 -1.989 0.29
H -1.435 -1.533 1.379 0.33
H 0.334 -1.264 1.893 0.29
H -0.436 2.371 0.287 0.31
H -1.308 0.854 0.121 0.43
H 1.718 1.217 0.417 0.27
H 1.268 1.439 -1.245 0.29
```

## Properties
E: -7794.58905 eV
net charge: 0
HOMO energy (alpha / beta): -9.0 / -8.5 eV
E_LUMO (alpha / beta): 0.2 / -0.7 eV
energy relative to the best compared isomer or geometry (same formula, charge and spin): 487.8 kJ/mol

=====

no.,molecular weight (u)
1,112.18
2,92.21
3,90.12
4,1618.12
5,85.11